ORCA calculation (wB97M-V/def2-TZVPD) on a 23-piece molecular cluster, C52H85B2ClN25O4 overall at a distorted geometry.

Atoms and positions in Å:
C: -2.64 2.99 2.29
C: -3.08 2.08 1.15
O: -3.56 2.73 -0.05
B: -2.61 3.38 -0.77
O: -2.09 4.61 -0.39
C: -2.15 2.63 -2.12
O: -1.68 3.48 -3.16
C: -0.37 3.95 -2.99
C: 0.65 2.89 -2.54
N: 0.11 2.01 -1.46
Cl: 1.31 0.81 -1.02
C: -1.22 1.44 -1.86
B: -1.18 0.36 -3.08
N: -0.57 -0.91 -2.86
O: -1.74 0.67 -4.29
H: -3.39 3.76 2.49
H: -2.54 2.36 3.17
H: -1.66 3.44 2.13
H: -2.27 1.39 0.91
H: -3.90 1.46 1.51
H: -1.26 4.55 0.09
H: -3.07 2.16 -2.50
H: -0.03 4.29 -3.96
H: -0.32 4.81 -2.32
H: 1.50 3.43 -2.12
H: 1.05 2.29 -3.36
H: 0.03 2.57 -0.62
H: -1.59 0.88 -0.99
H: -0.64 -1.46 -3.72
H: -1.01 -1.46 -2.13
H: -2.70 0.45 -4.27
C: 0.29 7.98 -5.94
C: 0.39 7.28 -4.67
N: 0.48 6.74 -3.66
H: -0.55 8.67 -5.92
H: 1.21 8.54 -6.12
H: 0.16 7.26 -6.75
C: 2.55 -2.40 -1.78
C: 3.68 -3.12 -2.35
N: 4.59 -3.68 -2.77
H: 2.36 -2.76 -0.77
H: 2.78 -1.34 -1.74
H: 1.66 -2.55 -2.39
C: -1.78 -1.56 3.32
C: -1.70 -1.16 1.93
N: -1.67 -0.81 0.83
H: -1.25 -2.49 3.47
H: -1.34 -0.79 3.96
H: -2.83 -1.68 3.60
C: 2.76 -4.73 1.58
C: 1.64 -4.39 2.44
N: 0.75 -4.13 3.11
H: 3.59 -4.04 1.76
H: 3.10 -5.75 1.78
H: 2.47 -4.66 0.54
C: 0.85 -1.90 -7.14
C: 1.04 -2.40 -5.78
N: 1.18 -2.80 -4.71
H: -0.03 -1.27 -7.17
H: 1.72 -1.32 -7.44
H: 0.72 -2.74 -7.81
C: -5.12 6.18 -1.13
C: -5.82 7.45 -1.27
N: -6.36 8.45 -1.39
H: -4.10 6.28 -1.51
H: -5.07 5.89 -0.09
H: -5.64 5.40 -1.69
C: -0.30 1.62 6.91
C: -0.93 0.39 6.45
N: -1.43 -0.58 6.08
H: 0.73 1.42 7.20
H: -0.31 2.35 6.11
H: -0.83 2.01 7.78
C: -0.08 0.33 -11.19
C: 0.78 -0.71 -10.63
N: 0.94 -1.82 -10.15
H: -0.49 0.01 -12.15
H: -0.92 0.52 -10.52
H: 0.47 1.26 -11.33
C: -4.80 -3.17 -2.72
C: -4.39 -1.93 -3.35
N: -4.07 -0.95 -3.85
H: -4.61 -4.01 -3.39
H: -4.24 -3.32 -1.80
H: -5.86 -3.13 -2.49
C: 4.38 6.62 -2.51
C: 4.36 6.92 -3.93
N: 4.34 7.15 -5.05
H: 4.97 5.73 -2.32
H: 4.81 7.46 -1.96
H: 3.36 6.46 -2.16
C: -5.97 -2.84 3.79
C: -5.48 -1.57 3.27
N: -5.09 -0.57 2.86
H: -6.75 -3.23 3.14
H: -5.15 -3.56 3.84
H: -6.38 -2.70 4.79
C: 2.59 0.25 2.54
C: 1.74 1.29 3.11
N: 1.05 2.11 3.53
H: 3.54 0.19 3.07
H: 2.08 -0.71 2.61
H: 2.79 0.48 1.50
C: 2.34 -5.23 -11.06
C: 1.66 -4.05 -10.58
N: 1.07 -3.08 -10.14
H: 1.75 -6.15 -10.96
H: 2.53 -5.07 -12.13
H: 3.31 -5.39 -10.57
C: 6.76 1.90 3.62
C: 6.17 0.61 3.26
N: 5.72 -0.40 2.97
H: 7.82 1.77 3.84
H: 6.65 2.59 2.79
H: 6.26 2.30 4.49
C: -3.73 -5.29 -6.60
C: -4.06 -5.83 -5.28
N: -4.33 -6.27 -4.26
H: -4.39 -4.45 -6.83
H: -2.70 -4.94 -6.60
H: -3.85 -6.06 -7.35
C: 7.48 -3.63 -0.95
C: 6.38 -3.28 -0.07
N: 5.50 -3.00 0.62
H: 8.32 -2.95 -0.79
H: 7.80 -4.65 -0.75
H: 7.15 -3.55 -1.99
C: -0.33 10.64 -2.52
C: -0.30 10.92 -3.95
N: -0.27 11.14 -5.08
H: 0.24 9.74 -2.31
H: 0.10 11.48 -1.98
H: -1.36 10.49 -2.20
C: 8.21 5.90 4.27
C: 7.50 5.41 3.10
N: 6.94 5.03 2.17
H: 8.42 6.96 4.16
H: 7.60 5.75 5.16
H: 9.15 5.36 4.38
C: -6.12 -5.76 6.97
C: -6.78 -4.47 6.78
N: -7.29 -3.46 6.64
H: -5.07 -5.70 6.66
H: -6.16 -6.05 8.01
H: -6.62 -6.52 6.36
C: 0.99 5.85 7.27
C: 1.02 5.06 8.49
N: 1.04 4.42 9.45
H: 0.18 6.57 7.32
H: 1.93 6.38 7.15
H: 0.84 5.20 6.41
C: -2.29 -6.26 9.62
C: -2.91 -6.59 8.35
N: -3.41 -6.84 7.35
H: -1.97 -5.22 9.62
H: -3.02 -6.40 10.42
H: -1.43 -6.90 9.79
C: -4.10 -9.70 11.95
C: -4.68 -8.38 11.73
N: -5.15 -7.34 11.56
H: -3.05 -9.69 11.68
H: -4.20 -9.97 13.00
H: -4.62 -10.43 11.34
C: 4.40 -6.83 -1.85
C: 4.44 -7.35 -0.49
N: 4.47 -7.73 0.59
H: 3.52 -6.20 -1.98
H: 5.28 -6.24 -2.05
H: 4.35 -7.66 -2.57

Its spin multiplicity is 1. The value obtained for the HOMO-LUMO gap is 3.7 eV. As for the HOMO energy: -6.89 eV. Its total charge is +1. Its LUMO energy is -3.19 eV.